# 1
C10H26InO10P2 | wB97M-V/def2-TZVPD

Summary:
* net charge: +3
* LUMO: -16.6 eV
* HOMO level: -18.6094 eV
* energy above the lowest of the compared OMol25 structures with the same formula, charge and spin: 23.5 kcal/mol
* F_max: 2.13 eV/A

```
49
C10H26InO10P2, DFT wB97M-V/def2-TZVPD
In -0.843 -1.006 1.330
C -0.881 5.195 3.607
O -0.674 3.934 2.991
P -1.875 2.873 2.900
O -1.486 1.510 2.451
O -2.943 3.622 1.970
C -2.577 4.028 0.644
O -2.524 2.910 4.341
C -3.822 2.383 4.633
H -0.336 5.238 4.553
H -1.927 5.502 3.695
H -0.487 6.005 2.975
H -1.690 3.497 0.291
H -2.390 5.103 0.597
H -3.421 3.791 -0.005
H -4.342 2.081 3.719
H -4.425 3.162 5.104
H -3.781 1.508 5.284
C -0.162 -0.550 -4.138
O -1.154 -1.518 -3.826
P -1.018 -2.658 -2.720
O -0.631 -2.159 -1.376
O -0.045 -3.728 -3.369
C 1.353 -3.812 -3.186
O -2.395 -3.411 -2.809
C -3.639 -2.796 -2.549
H 0.782 -0.791 -3.629
H -0.504 0.407 -3.733
H 0.076 -0.523 -5.201
H 1.582 -4.763 -2.689
H 1.790 -3.033 -2.558
H 1.861 -3.830 -4.152
H -3.649 -1.708 -2.619
H -4.048 -3.163 -1.601
H -4.396 -3.118 -3.279
O 1.781 -0.945 -0.035
C 2.907 -0.674 -0.402
O 3.998 -1.318 0.036
C 3.897 -2.285 1.072
C 5.248 -2.956 1.260
C 3.272 0.349 -1.429
H 3.092 -2.986 0.803
H 3.612 -1.869 2.050
H 5.228 -3.457 2.230
H 6.053 -2.225 1.286
H 5.418 -3.754 0.534
H 4.257 0.768 -1.226
H 2.596 1.204 -1.376
H 3.263 -0.035 -2.448
```

Here are the natural (NBO) charges for atoms 1 to 6, given in e: 1.159, -0.281, -0.718, 2.596, -1.053, -0.727

---

# 2
C4H6GdO2 | wB97M-V/def2-TZVPD

Summary:
* net charge: +2
* LUMO (alpha / beta): -9.0 / -11.5 eV
* multiplicity: 9
* HOMO level (alpha / beta): -17.3022 / -16.4359 eV
* ⟨S²⟩: 21.047
* energy above the lowest of the compared OMol25 structures with the same formula, charge and spin: 0.0 kcal/mol
* F_max: 3.42 eV/A

```
13
C4H6GdO2, DFT wB97M-V/def2-TZVPD
H -1.660 -0.066 -1.596
O -1.470 1.831 -2.354
C -1.092 0.898 -1.641
C 0.209 0.798 -1.067
C 0.662 -0.318 -0.206
C -0.279 -0.594 0.984
O 0.396 -1.076 2.086
Gd 1.823 -0.739 3.832
H 0.901 1.621 -1.272
H 1.682 -0.133 0.167
H 0.694 -1.242 -0.811
H -1.044 -1.323 0.655
H -0.820 0.342 1.223
```

Here are the Mulliken charges for atoms 1 to 6, given in e: 0.371, -0.035, 0.238, -0.229, -0.358, -0.455

---

# 3
C3H10NO | wB97M-V/def2-TZVPD

Summary:
* net charge: +1
* LUMO: -8.1 eV
* HOMO level: -11.9262 eV
* energy above the lowest of the compared OMol25 structures with the same formula, charge and spin: 94.0 kcal/mol
* F_max: 4.49 eV/A

```
15
C3H10NO, DFT wB97M-V/def2-TZVPD
C -0.627 0.802 -0.741
O 0.298 0.598 0.496
C -1.917 0.331 -0.351
C -2.173 -1.113 -0.301
N 3.638 -0.102 0.907
H -0.449 1.845 -1.015
H -0.067 0.137 -1.440
H -0.052 1.169 1.201
H -2.747 1.047 -0.153
H -2.623 -1.538 -1.250
H -2.897 -1.346 0.515
H -1.186 -1.610 -0.058
H 3.857 0.849 0.670
H 4.292 -0.786 0.576
H 2.655 -0.284 0.944
```

Here are the natural (NBO) charges for atoms 1 to 6, given in e: -0.262, -0.607, 0.424, -0.778, -1.110, 0.255

---

# 4
C2H2BaLiO2 | wB97M-V/def2-TZVPD

Summary:
* net charge: +1
* LUMO: -3.7 eV
* HOMO level: -11.0883 eV
* energy above the lowest of the compared OMol25 structures with the same formula, charge and spin: 0.0 kcal/mol
* F_max: 3.05 eV/A

```
8
C2H2BaLiO2, DFT wB97M-V/def2-TZVPD
O -1.901 0.625 0.039
C -2.789 1.246 -0.428
C -3.712 1.974 -0.975
O 3.049 -0.045 -0.181
Li 4.573 0.097 -0.914
Ba 0.759 -0.250 0.252
H -3.952 2.945 -0.537
H -4.293 1.561 -1.801
```

Here are the Mulliken charges for atoms 1 to 6, given in e: -0.414, 0.692, -0.788, -1.352, 0.801, 1.552

---

# 5
C4H9O2 | wB97M-V/def2-TZVPD

Summary:
* net charge: -1
* LUMO: 4.3 eV
* HOMO level: -3.5304 eV
* energy above the lowest of the compared OMol25 structures with the same formula, charge and spin: 39.0 kcal/mol
* F_max: 6.36 eV/A

```
15
C4H9O2, DFT wB97M-V/def2-TZVPD
C 1.180 0.875 0.909
C 0.701 2.237 1.618
H 1.773 0.313 1.619
H 0.364 0.137 0.845
H 1.567 1.097 0.008
H 1.568 2.942 1.531
H 0.374 2.339 2.655
H -0.255 2.499 1.036
C -1.409 -2.167 -2.017
C -0.596 -1.372 -0.919
O -1.240 -0.682 -0.097
O 0.624 -1.246 -0.957
H -0.642 -2.901 -2.096
H -1.799 -1.435 -2.677
H -2.209 -2.636 -1.458
```

Here are the natural (NBO) charges for atoms 1 to 6, given in e: -0.618, -0.636, 0.175, 0.291, 0.197, 0.175

---

# 6
C3H6BrI | wB97M-V/def2-TZVPD

Summary:
* LUMO (alpha / beta): -2.0 / -2.1 eV
* HOMO level (alpha / beta): -8.7935 / -8.7364 eV
* energy above the lowest of the compared OMol25 structures with the same formula, charge and spin: 57.3 kcal/mol
* F_max: 4.00 eV/A

```
11
C3H6BrI, DFT wB97M-V/def2-TZVPD
C 0.377 0.107 -1.283
C 0.213 -0.090 1.315
C 0.911 -0.127 0.036
Br 1.927 2.612 0.132
I 2.636 -1.311 -0.027
H 1.134 0.326 -2.124
H -0.188 -0.871 -1.646
H -0.321 0.854 -1.262
H 0.882 0.152 2.030
H -0.180 -1.001 1.807
H -0.649 0.565 1.421
```

Here are the natural (NBO) charges for atoms 1 to 6, given in e: -0.755, -0.778, 0.189, -0.521, 0.290, 0.276

---

# 7
C5H11NPRh | wB97M-V/def2-TZVPD

Summary:
* LUMO (alpha / beta): 0.5 / -1.3 eV
* multiplicity: 5
* HOMO level (alpha / beta): -3.1115 / -8.3611 eV
* ⟨S²⟩: 6.014
* F_max: 4.42 eV/A

```
19
C5H11NPRh, DFT wB97M-V/def2-TZVPD
C -0.371 -0.659 -1.817
C -0.597 0.146 -2.943
C -0.347 1.519 -2.968
C 0.220 2.245 -1.901
C 0.548 1.703 -0.675
Rh 0.088 -0.090 -0.125
P 0.221 -2.224 0.642
H -0.585 -1.745 -1.929
H -0.988 -0.340 -3.841
H -0.568 2.067 -3.885
H 1.054 2.361 0.069
H 0.419 3.312 -2.060
H 1.458 -2.525 1.302
H 0.156 -3.315 -0.278
H -0.740 -2.626 1.631
N 0.340 0.572 1.953
H 1.171 0.156 2.379
H -0.480 0.316 2.505
H 0.439 1.586 1.962
```

Here are the Mulliken charges for atoms 1 to 6, given in e: -0.054, -0.767, 0.078, -0.575, -0.352, -0.101

---

# 8
C5H10ClN | wB97M-V/def2-TZVPD

Summary:
* LUMO: 0.5 eV
* HOMO level: -9.8730 eV
* energy above the lowest of the compared OMol25 structures with the same formula, charge and spin: 30.6 kcal/mol
* F_max: 4.80 eV/A

```
17
C5H10ClN, DFT wB97M-V/def2-TZVPD
H -1.622 -0.165 -1.852
N -0.720 -0.578 -1.544
C -0.305 -0.272 -0.390
C 1.133 -0.492 -0.037
C 1.537 -1.217 1.040
C -1.135 0.393 0.620
C -0.761 1.854 0.922
H 1.922 0.016 -0.695
H 2.606 -1.310 1.275
H 0.826 -1.568 1.735
H -0.827 -0.196 1.464
H -2.204 0.282 0.262
H -1.500 2.180 1.493
H -0.759 2.348 -0.018
H 0.252 1.916 1.428
Cl 1.259 -1.936 -3.217
H 0.296 -1.257 -2.486
```

Here are the natural (NBO) charges for atoms 1 to 6, given in e: 0.369, -0.644, 0.337, -0.256, -0.348, -0.457